1.
# C4H10FNO

2 unconnected molecules or ions with the total composition C4H10FNO at a distorted geometry (ωB97M-V with the def2-TZVPD basis set, the Open Molecules 2025 dataset).

The geometry in XYZ format:
```
17
Properties=species:S:1:pos:R:3
C -2.0743 0.5662 -0.3699
C -0.8230 1.2804 -0.7282
C 0.6502 -1.3330 1.0019
C 1.0896 -0.8093 -0.3612
N 2.3746 -0.1844 -0.3962
O 0.4963 -0.2547 1.8959
F 0.9720 -1.5901 -1.4401
H -2.0638 -0.5218 -0.5918
H -2.9957 1.1705 -0.7160
H -2.0406 0.5971 0.7123
H -0.7104 1.3820 -1.7553
H -0.4252 2.2328 -0.3962
H -0.3276 -1.7581 1.0326
H 1.3557 -1.8357 1.5775
H 2.3313 0.5354 0.2861
H 2.4047 0.2411 -1.2984
H -0.2137 0.2816 1.5471
```

The calculation puts the LUMO energy (alpha / beta) at 0.703 / 0.423 eV. For the total energy, the calculation gives -10560.793 eV. The HOMO-LUMO gap (alpha / beta) is 9.06 / 7.92 eV. Its relative energy (zero: lowest compared OMol25 entry of this formula, charge and spin) is 4.586 eV. The multiplicity is 1.

---

2.
# C29H42N2O6

C29H42N2O6 in the gas phase at a distorted geometry (ωB97M-V with the def2-TZVPD basis set, the Open Molecules 2025 dataset).

The geometry in XYZ format:
```
79
Properties=species:S:1:pos:R:3
C -1.3276 2.6757 -0.3817
C -2.4495 1.8475 0.2321
O -2.2408 0.4449 0.1756
C -1.2811 -0.0628 1.0356
O -0.0043 0.1197 0.4424
C 1.0165 -0.4647 1.1475
C 2.3716 0.1341 0.8926
O 3.0510 0.5417 1.8197
N 2.7928 0.1662 -0.3863
C 2.0923 -0.3303 -1.5432
C 1.7229 0.8379 -2.4591
N 2.9277 1.5587 -2.8285
C 2.7112 2.5547 -3.8697
C 1.7202 3.6343 -3.5011
C 0.3752 3.4818 -3.8055
C -0.5862 4.4102 -3.4127
C -0.1476 5.4943 -2.6944
C 1.2036 5.6648 -2.3914
C 2.1530 4.7551 -2.7838
O 1.3674 6.8272 -1.6851
C 0.0777 7.3827 -1.5494
O -0.8653 6.5427 -2.1796
C 3.5925 2.0745 -1.6458
C 3.9838 0.9043 -0.7421
C 0.8300 -1.4098 2.0634
C -0.4968 -2.0568 2.3226
C -0.3761 -3.5978 2.2843
C 0.4166 -4.0971 1.0745
C 0.4471 -5.6228 1.0487
C 1.0709 -6.1652 2.3304
C 0.2979 -5.6649 3.5462
C 0.2595 -4.1393 3.5665
C -1.5499 -1.5492 1.3202
C -2.9775 -1.7445 1.8442
C -3.9915 -1.9784 0.7246
C -5.4232 -1.7860 1.2234
O -5.6588 -0.4770 1.6850
H -1.1632 2.3724 -1.4124
H -0.4028 2.5402 0.1729
H -1.6013 3.7276 -0.3643
H -2.6094 2.1482 1.2781
H -3.3765 2.0051 -0.3263
H -1.2895 0.4914 1.9972
H 1.1959 -0.8693 -1.2453
H 2.7633 -1.0105 -2.0814
H 1.2555 0.4521 -3.3675
H 0.9988 1.4788 -1.9317
H 3.6831 2.9997 -4.0972
H 2.3615 2.0189 -4.7566
H 0.0583 2.6190 -4.3718
H -1.6278 4.2861 -3.6569
H 3.1937 4.9094 -2.5521
H 0.0546 8.3799 -2.0178
H -0.1715 7.4798 -0.4804
H 4.4924 2.6098 -1.9558
H 2.9478 2.7634 -1.0738
H 4.4510 1.2594 0.1774
H 4.6716 0.2408 -1.2759
H 1.6827 -1.7563 2.6227
H -0.8272 -1.7781 3.3329
H -1.3894 -4.0093 2.2160
H 1.4384 -3.7164 1.1247
H -0.0299 -3.7254 0.1498
H 1.0168 -5.9661 0.1825
H -0.5718 -6.0058 0.9516
H 1.0724 -7.2570 2.3125
H 2.1081 -5.8294 2.3975
H 0.7636 -6.0344 4.4621
H -0.7229 -6.0534 3.5107
H 1.2768 -3.7567 3.6643
H -0.3105 -3.7984 4.4340
H -1.4343 -2.0782 0.3701
H -3.2771 -0.8585 2.4087
H -3.0066 -2.5917 2.5315
H -3.7990 -1.2673 -0.0813
H -3.8837 -2.9877 0.3234
H -6.1307 -2.0376 0.4183
H -5.6261 -2.4383 2.0764
H -5.3406 0.1370 1.0130
```

The calculation puts the LUMO energy at 0.671 eV. For the total energy, the calculation gives -46019.492 eV. The structure (SMILES) is CCO[C@@H]1OC(C(=O)N2CCN(Cc3ccc4c(c3)OCO4)CC2)=C[C@H](C2CCCCC2)[C@H]1CCCO. The HOMO-LUMO gap is 8.87 eV. Its relative energy (zero: lowest compared OMol25 entry of this formula, charge and spin) is 0.000 eV. The multiplicity is 1.

---

3.
# C29H56N2O21

9 unconnected molecules or ions with the total composition C29H56N2O21 at a distorted geometry (ωB97M-V with the def2-TZVPD basis set, the Open Molecules 2025 dataset).

The geometry in XYZ format:
```
108
Properties=species:S:1:pos:R:3
C 0.9477 1.8554 1.1685
O 0.2537 1.9014 2.3845
C 0.9607 1.8774 3.4585
O 2.3257 1.4704 3.5055
O 0.3317 2.2554 4.5615
C 1.0867 2.7654 5.6285
H 0.2867 2.1494 0.3245
H 1.4067 0.8954 0.9795
H 1.8917 2.4984 1.2775
H 0.6607 2.9744 6.5755
H 1.7717 3.5634 5.3215
H 1.6957 1.8554 5.8665
C 4.8547 1.5784 0.7425
O 4.8647 2.6884 -0.1335
C 3.9817 2.6324 -1.1375
O 3.1087 1.5694 -1.4345
O 4.1787 3.7414 -1.8365
C 3.2387 3.9254 -2.8815
H 4.9737 0.6934 0.1075
H 4.1127 1.5274 1.4345
H 5.7927 1.3594 1.3405
H 2.2377 4.2744 -2.6905
H 3.1767 2.9654 -3.3615
H 3.6957 4.6464 -3.5585
C -1.6793 -1.6106 2.7265
O -1.7533 -2.7916 1.9725
C -0.6053 -3.4436 1.7255
O 0.5157 -3.2306 2.5095
O -0.6663 -4.3366 0.7495
C 0.4677 -5.1086 0.4945
H -2.4073 -0.8756 2.2935
H -0.6823 -1.1176 2.5265
H -1.8803 -1.6306 3.7805
H 0.4357 -5.9416 -0.2295
H 0.8727 -5.5406 1.4115
H 1.3457 -4.5086 0.2605
C -3.8513 1.7884 1.0175
O -3.6983 1.3464 2.3525
C -3.2173 2.2054 3.2895
O -2.8163 3.4974 2.8765
O -3.1423 1.7414 4.5075
C -2.9073 2.6494 5.4995
H -3.8103 0.8834 0.5015
H -3.0053 2.2744 0.6035
H -4.7623 2.3224 0.8735
H -2.0103 3.2464 5.3265
H -2.3463 2.1004 6.2695
H -3.7523 3.2434 5.8055
C 0.6037 1.2684 -2.7235
O -0.4453 1.0214 -3.6915
C -0.6933 1.9034 -4.6385
O 0.1397 3.0274 -4.8105
O -1.7023 1.6094 -5.3975
C -1.9073 2.3904 -6.5825
H 0.7417 2.3034 -2.4875
H 1.5587 0.8914 -3.1345
H 0.3537 0.6464 -1.8305
H -1.3253 3.3484 -6.7535
H -2.9603 2.6884 -6.7165
H -1.5793 1.7404 -7.4555
C -1.5343 -1.6596 -1.3225
O -0.4603 -1.2766 -0.4455
C 0.8287 -1.7566 -0.6205
O 1.1727 -2.6166 -1.5895
O 1.7087 -1.3726 0.3175
C 3.0437 -2.0036 0.2775
H -1.4243 -2.7606 -1.3715
H -1.3473 -1.3876 -2.3595
H -2.5343 -1.3246 -0.9545
H 2.7077 -3.0166 0.6575
H 3.8247 -1.7286 1.0785
H 3.5987 -2.2316 -0.6635
C 5.6547 2.0064 5.4715
O 5.3257 0.8804 4.7105
C 4.3967 0.0904 5.0585
O 3.7177 0.1544 6.3245
O 4.2147 -0.8766 4.1965
C 3.1387 -1.8066 4.3355
H 4.7607 2.3594 5.8495
H 6.1237 2.6694 4.7945
H 6.3057 1.7514 6.3215
H 3.1927 -2.5146 3.4955
H 2.1567 -1.3486 4.1845
H 3.2257 -2.4066 5.2735
C -0.4363 -3.3726 -4.2195
C 0.1617 -1.9836 -4.6515
C -0.6473 -1.3866 -5.7605
C -0.7563 -2.3056 -6.8585
N -0.9453 -3.0176 -7.7625
H -0.2923 -4.0726 -5.0615
H -1.5263 -3.2306 -4.1935
H -0.2263 -3.8536 -3.2445
H 1.1667 -2.0566 -4.8295
H 0.2557 -1.3126 -3.7415
H -0.1893 -0.5046 -6.0605
H -1.6643 -1.1776 -5.5015
C -5.1463 -2.3286 -0.8325
C -5.1953 -2.0126 -2.2285
C -6.1703 -0.8106 -2.4825
C -5.4833 0.4284 -2.1645
N -4.9813 1.4034 -1.9185
H -5.0013 -3.4186 -0.6185
H -6.1153 -2.1376 -0.3945
H -4.5333 -1.6846 -0.2105
H -5.5393 -2.9636 -2.7505
H -4.0803 -1.9926 -2.5485
H -7.1293 -0.8826 -2.0235
H -6.5823 -0.8156 -3.5315
```

The calculation puts the LUMO energy at 0.410 eV. For the total energy, the calculation gives -76946.280 eV. The structure (SMILES) is COC(=O)OC.COC(=O)OC.COC(=O)OC.COC(=O)OC.COC(=O)OC.COC(=O)OC.COC(=O)OC.CCCC#N.CCCC#N. The HOMO-LUMO gap is 9.94 eV. The multiplicity is 1.

---

4.
# C34H47BrGe2N4OV

A molecular structure, C34H47BrGe2N4OV at a distorted geometry (ωB97M-V with the def2-TZVPD basis set, the Open Molecules 2025 dataset).

The geometry in XYZ format:
```
90
Properties=species:S:1:pos:R:3
V 0.0410 -0.2462 0.1296
C 1.0855 -0.6423 2.7921
C 1.7251 -1.8559 2.0983
N 1.6950 -1.7181 0.6073
C 3.0210 -1.5554 -0.0492
C 2.8799 -0.5710 -1.1831
N 2.1444 0.6130 -0.6998
C 2.9036 1.3919 0.3043
C 2.5933 0.9991 1.7448
N 1.1923 0.5497 1.9067
H 0.0282 -0.8241 2.9783
H 1.5590 -0.4719 3.7589
H 2.7546 -1.9945 2.4225
H 1.1783 -2.7501 2.3858
H 1.2851 -2.5697 0.2506
H 3.7461 -1.2007 0.6795
H 3.3905 -2.5116 -0.4179
H 3.8633 -0.3039 -1.5765
H 2.3055 -1.0101 -1.9932
H 2.0054 1.2329 -1.4933
H 3.9776 1.2968 0.1256
H 2.6539 2.4352 0.1539
H 3.2459 0.1991 2.0849
H 2.7907 1.8469 2.3997
H 0.6376 1.2964 2.3124
Br -1.9901 0.7742 1.2810
C -2.6775 -0.7863 2.1390
C -3.6442 -0.6884 3.0831
C -4.1290 -1.8949 3.6507
C -3.6491 -3.0955 3.2192
C -2.6504 -3.1714 2.2091
C -2.1908 -4.4110 1.7066
C -1.2754 -4.4311 0.6961
C -0.7443 -3.2214 0.1911
C -1.0910 -1.9698 0.6568
C -2.1108 -1.9789 1.6634
H -4.0436 0.2702 3.3896
H -4.8917 -1.8498 4.4182
H -4.0360 -4.0186 3.6381
H -2.5868 -5.3327 2.1182
H -0.9410 -5.3768 0.2830
H -0.0339 -3.3156 -0.6254
C -3.5105 -1.3782 -1.4776
C -3.0248 -0.1124 -2.0832
N -3.8913 0.7820 -2.5060
O -1.8077 0.2060 -2.2294
H -4.0273 -1.9630 -2.2414
H -4.2247 -1.1460 -0.6852
H -2.6903 -1.9511 -1.0627
H -4.8823 0.6168 -2.4369
H -3.5640 1.6256 -2.9535
Ge -0.3003 2.5816 -0.6690
C 1.2198 3.5738 -1.3850
C 1.6183 3.2802 -2.6942
C 2.6589 3.9807 -3.2982
C 3.3052 4.9918 -2.6020
C 2.9075 5.3077 -1.3072
C 1.8770 4.6014 -0.6992
C -1.2627 3.7038 0.5978
C -0.6815 4.1957 1.7711
C -1.3824 5.0568 2.6053
C -2.6805 5.4304 2.2822
C -3.2795 4.9354 1.1307
C -2.5762 4.0739 0.2971
H -1.2099 2.5429 -1.9125
H 1.0919 2.5195 -3.2676
H 2.9491 3.7508 -4.3163
H 4.1070 5.5469 -3.0737
H 3.3966 6.1129 -0.7732
H 1.5725 4.8793 0.3030
H 0.3277 3.9068 2.0534
H -0.9152 5.4400 3.5039
H -3.2235 6.1109 2.9259
H -4.2922 5.2252 0.8804
H -3.0532 3.7024 -0.6035
C 1.2571 -2.5689 -3.6790
Ge -0.5890 -2.1410 -3.2559
C -1.4920 -3.8332 -2.9392
C -1.4573 -1.2943 -4.7758
C -0.5649 -0.6345 -1.9073
H 1.2595 -3.3193 -4.4736
H 1.7881 -2.9994 -2.8266
H 1.8015 -1.6959 -4.0442
H -1.6011 -4.2793 -3.9323
H -2.4840 -3.7502 -2.4993
H -0.8968 -4.5155 -2.3353
H -1.2416 -1.8844 -5.6694
H -1.0933 -0.2787 -4.9385
H -2.5435 -1.2675 -4.6601
H 0.1786 -0.0075 -2.4263
```

The calculation puts the LUMO energy (alpha / beta) at -6.166 / -5.365 eV. For the total energy, the calculation gives -252775.465 eV. The HOMO-LUMO gap (alpha / beta) is 7.14 / 7.50 eV. Its relative energy (zero: lowest compared OMol25 entry of this formula, charge and spin) is 0.000 eV. The total charge is +2. The multiplicity is 2.

---

5.
# C24H25N3O5

C24H25N3O5 in the gas phase at a distorted geometry (ωB97M-V with the def2-TZVPD basis set, the Open Molecules 2025 dataset).

The geometry in XYZ format:
```
57
Properties=species:S:1:pos:R:3
C -0.7807 -5.1638 0.4104
C -1.1841 -4.0287 -0.5266
N -1.4137 -2.7730 0.1742
C -2.7884 -2.3845 0.4128
C -3.3540 -2.9695 1.7046
C -0.3087 -2.1053 0.5629
O 0.8084 -2.5431 0.3036
C -0.4633 -0.7850 1.3226
O -1.4709 -0.5206 1.9635
C 0.6572 0.1236 1.2378
C 1.8957 -0.0675 0.6540
N 2.6528 1.0451 0.7600
C 3.9258 1.2453 0.1187
C 3.6196 1.8343 -1.2725
O 3.8051 2.9954 -1.5502
N 3.0696 0.9225 -2.1038
C 2.1659 1.3130 -3.1749
C 0.7606 1.1335 -2.6579
C 0.0594 -0.0316 -2.9217
C -1.1868 -0.2837 -2.3519
C -1.6856 0.6697 -1.5006
C -0.9806 1.8436 -1.2190
C 0.2422 2.0978 -1.7851
O -1.7026 2.6090 -0.3514
C -2.8558 1.8576 -0.0373
O -2.8682 0.6781 -0.8163
C 1.9146 2.0295 1.3833
C 2.2401 3.3480 1.6658
C 1.2964 4.1047 2.3300
C 0.0698 3.5619 2.7134
C -0.2595 2.2549 2.4250
C 0.6644 1.4774 1.7349
H 0.1359 -4.8976 0.9289
H -0.6060 -6.0684 -0.1665
H -1.5560 -5.3616 1.1456
H -2.0939 -4.2893 -1.0703
H -0.3726 -3.8635 -1.2426
H -2.8594 -1.2988 0.4545
H -3.3830 -2.7278 -0.4397
H -2.7651 -2.6270 2.5505
H -3.3489 -4.0563 1.6805
H -4.3779 -2.6300 1.8353
H 2.2781 -0.9717 0.2220
H 4.4552 0.2936 0.0378
H 4.5250 1.9545 0.6922
H 2.8921 -0.0022 -1.7366
H 2.3801 2.3565 -3.4111
H 2.3531 0.6890 -4.0515
H 0.4842 -0.7667 -3.5885
H -1.7339 -1.1864 -2.5638
H 0.7856 3.0006 -1.5596
H -2.8431 1.5855 1.0298
H -3.7546 2.4519 -0.2584
H 3.1844 3.7744 1.3650
H 1.5127 5.1369 2.5611
H -0.6350 4.1842 3.2446
H -1.2018 1.8318 2.7328
```

The calculation puts the LUMO energy at 0.072 eV. For the total energy, the calculation gives -40002.363 eV. The structure (SMILES) is CCN(CC)C(=O)C(=O)c1cn(CC(=O)NCc2ccc3c(c2)OCO3)c2ccccc12. The HOMO-LUMO gap is 8.22 eV. Its relative energy (zero: lowest compared OMol25 entry of this formula, charge and spin) is 0.950 eV. The multiplicity is 1.

---

6.
# C3H3NO2

C3H3NO2 in the gas phase at a distorted geometry (ωB97M-V with the def2-TZVPD basis set, the Open Molecules 2025 dataset).

The geometry in XYZ format:
```
9
Properties=species:S:1:pos:R:3
O 2.1058 0.0795 -0.2709
C 0.7892 -0.0593 -0.0754
C -0.2207 0.9853 -0.2965
C -1.3333 0.1904 -0.1218
O -1.0899 -1.0574 0.2499
N 0.2979 -1.2227 0.2395
H 2.5268 -0.7839 -0.1139
H -0.7706 1.3742 0.6759
H -2.3643 0.4859 -0.2645
```

The calculation puts the LUMO energy at 0.808 eV. For the total energy, the calculation gives -8740.394 eV. The structure (SMILES) is Oc1ccon1. The HOMO-LUMO gap is 10.50 eV. Its relative energy (zero: lowest compared OMol25 entry of this formula, charge and spin) is 4.738 eV. The multiplicity is 1.